(1)
The following is a quantum chemistry calculation of C40H61N5OSiTi as an isolated structure at a distorted geometry, from OMol25.

Structure (XYZ):
```
109
Properties=species:S:1:pos:R:3:forces:R:3
Ti -0.304735 0.072179 -0.286409 0.240 -0.728 1.257
N 0.150387 1.937517 1.347289 -0.054 -0.024 -0.189
C -0.011012 1.781356 2.811636 -0.021 -0.265 0.088
C -0.500274 0.377361 3.176630 0.036 0.223 0.020
N -0.039995 -0.637366 2.206630 -0.152 -0.052 -0.163
C -0.826578 -1.862053 2.447862 -0.045 -0.195 -0.089
C -0.638319 -2.878285 1.340966 -0.019 0.139 0.293
N -0.826250 -2.196512 0.041043 0.057 0.339 -0.023
C 1.408945 -0.869840 2.431747 0.162 -0.011 -0.188
C 2.188643 -1.225560 1.176032 -0.117 -0.018 0.224
N 1.975845 -0.184927 0.152768 -0.199 0.003 -0.167
H 1.004079 2.456808 1.176696 0.058 -0.022 -0.125
H -0.579421 2.544149 0.990567 -0.012 0.060 -0.045
H -0.727560 2.502322 3.203537 0.047 0.063 0.011
H 0.938264 1.989785 3.302057 0.033 0.022 -0.063
H -1.587146 0.356150 3.207358 0.015 -0.062 -0.005
H -0.157863 0.121700 4.185173 -0.005 -0.019 0.002
H -1.882237 -1.583223 2.480322 0.016 0.081 0.013
H -0.575139 -2.308942 3.415503 -0.021 0.033 0.025
H -1.359888 -3.683483 1.474481 0.008 -0.030 -0.061
H 0.347783 -3.334159 1.386875 0.017 -0.003 -0.087
H -1.750387 -2.423547 -0.311979 -0.056 0.108 -0.144
H -0.189636 -2.576241 -0.652811 -0.013 -0.075 -0.052
H 1.563533 -1.644263 3.189490 -0.057 0.015 0.029
H 1.838890 0.048515 2.834187 -0.010 -0.009 0.017
H 1.875913 -2.180161 0.759405 0.032 0.007 -0.049
H 3.243428 -1.321402 1.440937 0.013 -0.021 -0.055
H 2.366234 -0.493644 -0.734635 0.042 0.040 -0.061
H 2.497610 0.646968 0.410782 -0.018 0.093 0.013
C 2.729419 3.227987 -2.065924 -0.078 -0.015 0.012
C 1.236552 3.245344 -2.251395 0.179 0.012 0.055
C 0.610782 4.167615 -3.078245 -0.072 -0.123 0.012
C -0.761723 4.106558 -3.291018 0.068 0.031 -0.030
C -1.432031 5.078465 -4.220383 -0.030 0.017 0.020
C -1.535747 3.149996 -2.635879 -0.100 -0.173 -0.005
C -0.962375 2.260218 -1.725481 0.520 0.549 -0.096
C 0.438994 2.329811 -1.589792 -0.563 -0.169 0.080
N -1.584783 1.283898 -0.911580 -0.568 -0.275 -0.237
C -3.008350 1.287326 -0.424638 -0.229 0.012 0.577
C -2.959196 1.657395 1.073906 -0.113 -0.013 -0.164
C -4.330520 1.555021 1.743774 0.010 0.005 0.089
C -4.856664 0.124549 1.620724 0.010 0.058 -0.096
C -4.964125 -0.240222 0.139439 -0.013 -0.041 0.067
C -5.917228 0.725447 -0.566921 0.080 0.048 0.036
C -5.373371 2.149559 -0.434634 -0.054 -0.022 0.032
C -5.279031 2.529386 1.043935 0.025 -0.048 -0.054
C -3.993725 2.243106 -1.106790 0.077 -0.002 -0.083
C -3.585551 -0.139996 -0.518705 0.110 0.198 -0.061
H 3.215334 3.889763 -2.779337 0.034 0.000 0.027
H 3.123995 2.221017 -2.225001 0.019 0.008 -0.014
H 3.004026 3.559636 -1.061364 0.029 0.010 -0.010
H 1.204758 4.913015 -3.592833 -0.005 0.009 -0.004
H -0.716882 5.533696 -4.902558 -0.008 -0.016 -0.019
H -1.902622 5.883038 -3.651466 -0.004 -0.005 -0.010
H -2.211323 4.588484 -4.804002 0.012 0.015 -0.019
H -2.578847 3.116977 -2.890240 -0.108 -0.059 0.081
H 0.938819 1.591575 -0.957573 0.425 0.478 -0.062
H -2.593811 2.685614 1.180110 0.117 -0.033 0.013
H -2.252217 0.970652 1.556226 -0.077 0.116 -0.002
H -4.238240 1.823141 2.800017 0.036 0.016 -0.016
H -5.834585 0.043747 2.098736 0.017 -0.026 0.027
H -4.183800 -0.573132 2.134706 -0.024 -0.013 0.022
H -5.333241 -1.263012 0.031860 0.029 0.003 0.004
H -6.908830 0.660569 -0.115403 -0.028 -0.013 -0.053
H -6.010972 0.455771 -1.622495 -0.055 -0.018 0.010
H -6.041601 2.844531 -0.946185 0.019 -0.001 -0.015
H -6.267510 2.485220 1.504861 -0.003 0.027 0.006
H -4.913322 3.554551 1.149622 -0.019 0.003 0.019
H -3.631519 3.270578 -1.042445 -0.001 -0.012 -0.035
H -4.114705 1.970278 -2.156841 0.096 0.054 -0.080
H -3.672393 -0.440942 -1.561223 0.153 -0.066 -0.134
H -2.889708 -0.822247 -0.015890 -0.062 -0.078 0.061
C -0.511678 -3.566205 -3.298904 0.061 0.133 -0.055
C 0.831209 -2.840729 -3.487825 0.066 0.249 0.183
C 1.371382 -3.229919 -4.872667 -0.015 0.108 0.018
C 1.821647 -3.315145 -2.410984 -0.071 0.082 -0.102
Si 0.545282 -0.946893 -3.421662 0.357 -0.387 -1.580
O 0.179848 -0.597562 -1.833489 -0.120 0.052 0.233
C 2.005008 0.083731 -4.015425 -0.226 -0.299 0.136
C 1.716700 1.286131 -4.670573 -0.005 -0.014 0.044
C 2.707624 2.004862 -5.318460 -0.003 0.039 -0.007
C 4.012351 1.528400 -5.336821 -0.029 0.033 -0.006
C 4.321524 0.341985 -4.688811 0.082 -0.059 0.040
C 3.326034 -0.372085 -4.036226 0.039 0.057 0.184
C -0.850353 -0.542422 -4.613909 0.078 0.058 0.439
C -0.620434 -0.579877 -5.991961 0.036 -0.016 0.061
C -1.657912 -0.375618 -6.888386 0.039 0.001 -0.048
C -2.941937 -0.120892 -6.424355 0.003 0.001 -0.003
C -3.181156 -0.046685 -5.060179 -0.094 0.034 0.014
C -2.139120 -0.256581 -4.169855 0.143 -0.038 0.039
H -0.368552 -4.639216 -3.448370 -0.025 -0.022 0.042
H -1.252252 -3.221175 -4.022386 -0.017 -0.039 0.025
H -0.935838 -3.428265 -2.300037 -0.042 -0.032 -0.031
H 1.622720 -4.293737 -4.889142 -0.022 -0.009 0.002
H 2.266304 -2.667659 -5.143663 0.018 -0.044 -0.002
H 0.618767 -3.055673 -5.642020 0.013 -0.029 -0.038
H 1.777872 -4.402959 -2.312347 0.038 -0.008 0.023
H 1.606857 -2.882088 -1.423321 0.054 -0.066 -0.007
H 2.850015 -3.054036 -2.666623 -0.015 -0.007 0.075
H 0.696523 1.652822 -4.684663 0.015 0.017 -0.064
H 2.453461 2.925990 -5.828506 0.038 -0.001 -0.003
H 4.783220 2.072969 -5.866282 -0.001 0.005 0.011
H 5.332513 -0.044183 -4.710187 0.004 0.036 0.003
H 3.592767 -1.301874 -3.545281 0.000 0.009 -0.079
H 0.381811 -0.756426 -6.366039 -0.026 -0.008 -0.059
H -1.462189 -0.409023 -7.952305 -0.021 -0.017 0.005
H -3.753367 0.020693 -7.126012 0.014 0.035 -0.001
H -4.180094 0.172508 -4.700853 0.021 -0.019 0.015
H -2.295969 -0.191709 -3.102835 -0.215 0.021 0.116
```
Positions in Å, forces in eV/Å.

Summary:
Frontier orbital gap (eV): 6.79
Net charge: +2
Spin multiplicity: 1
ΔE to the lowest compared entry with this formula, charge and spin (kJ/mol): 176.7
E_HOMO (eV): -13.2711

Here are the Löwdin charges for atoms 1 to 8, given in e: atom 1 (Ti): 1.14, atom 2 (N): 0.01, atom 3 (C): -0.18, atom 4 (C): -0.18, atom 5 (N): -0.20, atom 6 (C): -0.17, atom 7 (C): -0.17, atom 8 (N): 0.00

---

(2)
The following is a quantum chemistry calculation of C40H61NO4PReSi as an isolated structure, from OMol25.

Structure (XYZ):
```
109
Properties=species:S:1:pos:R:3:forces:R:3
Re 0.875964 0.071925 0.652196 -0.091 -0.437 -0.082
O -0.632505 -4.884573 -1.671273 -0.050 0.008 -0.027
C -0.505967 -3.941283 -0.808003 0.156 -0.034 0.115
O -0.546687 -2.707562 -1.034045 -0.183 0.038 -0.166
C -0.253883 -4.290270 0.607825 0.049 -0.021 0.028
C -0.514429 -5.519831 1.197591 -0.017 0.018 -0.028
C -0.186541 -5.656304 2.541862 -0.009 -0.045 0.014
C 0.403583 -4.594971 3.212824 0.013 0.025 -0.003
C 0.650889 -3.418600 2.503121 -0.020 -0.018 -0.058
N 0.312170 -3.269575 1.239466 -0.050 -0.018 -0.030
C 1.332843 -2.192157 3.028216 0.033 0.017 0.044
O 1.907737 -2.184192 4.200580 -0.022 -0.013 -0.015
O 1.388727 -1.169083 2.357282 -0.047 0.086 -0.088
H -0.857857 -4.584327 -2.572030 0.016 -0.004 -0.002
H -0.960511 -6.333361 0.640660 -0.002 0.004 0.001
H -0.385696 -6.584968 3.059694 -0.001 0.007 0.000
H 0.647469 -4.705943 4.262421 0.007 0.001 -0.004
H 1.892428 -3.036134 4.662275 0.004 0.021 0.002
C 2.937124 -2.867249 -3.120417 0.015 -0.010 0.019
C 2.438977 -2.693117 -1.674373 -0.068 0.006 -0.029
C 3.613616 -2.568937 -0.710487 0.012 0.000 0.042
C 1.466300 -1.531456 -1.629567 -0.332 0.005 0.462
C 0.075534 -1.833129 -2.128793 0.044 -0.146 0.226
C -1.020691 0.063262 -0.909034 0.004 0.041 -0.070
C -2.420834 0.308064 -0.314571 -0.008 0.079 -0.030
C -2.976497 -0.955269 0.335672 0.000 -0.060 -0.047
C -3.434481 0.904585 -1.280870 -0.055 0.010 -0.035
C -0.073325 1.229158 -0.813171 -0.060 0.004 -0.126
C 1.294408 1.054114 -1.229130 -0.165 -0.158 -0.162
C 1.920271 -0.265640 -1.415850 0.290 0.365 -0.182
C 2.173943 2.236130 -1.636157 -0.115 0.089 0.031
C 3.683753 2.042900 -1.477149 0.014 -0.016 -0.002
C 1.869604 2.517147 -3.115048 -0.003 -0.005 -0.025
C -0.568661 2.595997 -0.426045 0.100 0.030 0.036
C -1.061780 3.463896 -1.394728 0.007 -0.031 0.039
C -1.485245 4.737171 -1.047788 -0.019 0.042 0.007
C -1.410300 5.161781 0.271796 -0.012 0.030 -0.025
C -0.931472 4.305022 1.248291 0.023 -0.055 -0.013
C -0.514686 3.014239 0.914067 -0.007 0.030 -0.001
P 0.037593 1.782762 2.135207 0.049 -0.048 0.073
C 1.691951 2.329071 2.831571 0.075 0.053 -0.011
C 2.157863 1.544714 4.066091 -0.049 -0.013 -0.050
C 2.621455 1.970008 1.665320 -0.198 0.115 0.026
C 1.816170 3.830422 3.094058 -0.006 0.024 0.015
C -1.256516 1.567524 3.469537 -0.061 0.119 0.035
C -0.994546 0.249836 4.209921 -0.022 -0.008 -0.016
C -1.227776 2.750991 4.450924 -0.008 -0.056 -0.006
C -2.665651 1.505090 2.868822 0.015 -0.119 -0.027
H 3.600226 -3.729172 -3.183707 -0.004 -0.001 -0.004
H 3.498196 -1.985400 -3.433438 0.006 -0.006 0.002
H 2.126524 -3.021946 -3.835218 0.000 0.004 -0.001
H 1.885284 -3.602505 -1.406129 0.023 -0.014 0.024
H 4.323301 -1.805546 -1.033446 -0.008 0.002 -0.001
H 4.163564 -3.508357 -0.673628 -0.002 -0.001 -0.010
H 3.282243 -2.323359 0.302034 -0.012 -0.009 -0.008
H 0.145254 -2.477876 -3.002715 0.034 0.144 -0.117
H -2.257494 1.052446 0.463332 0.005 -0.082 -0.025
H -3.092366 -1.754597 -0.397740 -0.012 -0.017 -0.011
H -3.959707 -0.766607 0.766858 0.000 0.009 -0.006
H -2.322865 -1.321104 1.135327 -0.008 0.015 0.004
H -3.851409 0.152980 -1.947449 0.017 0.011 0.001
H -3.029612 1.719405 -1.879126 0.018 -0.021 0.009
H -4.273378 1.301639 -0.707463 0.013 0.025 0.002
H 2.994565 -0.198632 -1.290324 0.016 0.019 -0.164
H 1.849253 3.107066 -1.060770 0.029 -0.001 -0.020
H 4.088272 1.427359 -2.283108 -0.009 -0.003 0.006
H 3.983516 1.591310 -0.530839 -0.019 0.023 0.030
H 4.178415 3.010879 -1.547304 -0.007 0.000 -0.007
H 2.126727 1.650116 -3.729427 0.004 -0.001 0.008
H 2.468326 3.356640 -3.467767 0.000 0.002 0.014
H 0.821669 2.760411 -3.282548 0.005 -0.003 -0.003
H -1.117861 3.146126 -2.428473 -0.005 -0.004 0.009
H -1.869138 5.404447 -1.808181 0.009 -0.007 -0.001
H -1.725969 6.161351 0.538471 -0.001 -0.006 0.006
H -0.871836 4.655296 2.268535 -0.008 0.002 -0.002
H 2.119044 0.466056 3.923729 -0.016 0.053 0.003
H 1.606750 1.802266 4.965393 -0.089 0.042 0.043
H 3.201727 1.810038 4.247695 -0.011 0.017 0.014
H 2.629510 0.867405 1.400494 0.116 -0.229 -0.019
H 3.670942 2.127635 1.927103 0.015 -0.064 0.042
H 2.407425 2.563369 0.780580 0.012 -0.052 0.031
H 1.140796 4.164252 3.881245 0.033 0.002 -0.013
H 1.626869 4.421247 2.198083 -0.009 0.000 -0.003
H 2.834464 4.045473 3.425941 -0.010 0.016 0.001
H -0.015316 0.205223 4.682371 0.018 0.019 -0.007
H -1.109322 -0.603575 3.534097 0.007 0.015 -0.002
H -1.743542 0.148157 4.997635 0.000 -0.010 -0.005
H -0.290070 2.854214 4.987588 0.106 -0.040 0.016
H -2.010006 2.584081 5.193744 0.015 -0.006 0.016
H -1.457980 3.696534 3.962626 -0.010 -0.020 0.010
H -2.815339 0.608330 2.267677 0.019 0.095 0.118
H -2.913183 2.388393 2.279234 0.010 0.006 -0.017
H -3.374508 1.451267 3.696970 -0.003 0.038 0.004
C -3.516701 -2.350828 -3.060776 0.044 -0.019 -0.018
Si -2.220713 -1.135204 -3.654041 -0.113 -0.119 0.062
C -2.905238 0.370446 -4.514517 0.120 0.025 0.058
C -1.155356 -2.026856 -4.928514 -0.011 0.043 0.008
C -0.877502 -0.678566 -2.284360 0.225 -0.031 -0.030
H -4.127145 -2.655968 -3.915135 0.026 0.032 -0.022
H -4.199265 -1.971967 -2.302032 -0.012 0.017 -0.025
H -3.068575 -3.271210 -2.669518 0.005 0.017 0.030
H -3.152842 0.077412 -5.537544 -0.013 -0.003 0.014
H -2.152781 1.160399 -4.591446 -0.004 0.000 -0.007
H -3.800748 0.800107 -4.073316 -0.011 -0.025 0.037
H -1.682101 -1.980703 -5.884509 -0.007 -0.024 0.011
H -0.990477 -3.092444 -4.737740 -0.001 0.002 0.029
H -0.180866 -1.558513 -5.095723 -0.012 0.016 -0.007
H -0.293285 0.011746 -2.908493 -0.045 -0.005 -0.080
H -0.672198 -0.748468 -0.059058 0.280 0.163 0.118
```
Positions in Å, forces in eV/Å.

Summary:
Frontier orbital gap (alpha / beta) (eV): 6.97 / 6.78
Net charge: +3
Spin multiplicity: 2
E_HOMO (alpha / beta) (eV): -16.5218 / -16.3499

Here are the Löwdin charges for atoms 1 to 8, given in e: atom 1 (Re): 1.27, atom 2 (O): 0.27, atom 3 (C): -0.30, atom 4 (O): 0.07, atom 5 (C): -0.14, atom 6 (C): 0.09, atom 7 (C): 0.03, atom 8 (C): 0.07